Record 1
C5H15NS2 | ωB97M-V/def2-TZVPD

Positions of all 23 atoms, in Å:
C (-0.46, 1.04, -1.77)
C (-0.01, 2.26, -2.57)
S (1.05, 1.67, -3.92)
N (-1.37, 1.57, -0.71)
H (0.39, 0.58, -1.24)
H (-0.99, 0.34, -2.43)
H (0.51, 2.96, -1.92)
H (-0.84, 2.84, -3.00)
H (1.34, 2.91, -4.37)
H (-1.21, -0.89, 0.11)
H (-2.27, 1.74, -1.13)
H (-1.48, 0.85, 0.02)
C (1.66, -1.04, 2.16)
C (0.71, -2.13, 1.74)
C (-0.71, -2.02, 2.28)
S (-1.44, -0.35, 2.01)
H (1.30, -0.04, 1.84)
H (2.65, -1.20, 1.75)
H (1.65, -0.96, 3.25)
H (0.60, -2.07, 0.63)
H (1.12, -3.12, 2.03)
H (-0.78, -2.20, 3.35)
H (-1.42, -2.76, 1.88)

lowest unoccupied orbital energy: -1.1 eV
frontier orbital gap: 7.810 eV
DFT total energy: -28586.0131 eV
relative energy (zero: lowest compared OMol25 entry of this formula, charge and spin): 2.9337 eV
HOMO energy: -8.927 eV
max |F|: 4.4 eV Å⁻¹

Löwdin atomic charge list, values in e, 6 entries:
1. C -0.39
2. C -0.60
3. S 0.67
4. N -0.04
5. H 0.10
6. H 0.10

Record 2
C17H38AlBr2Cl2N3O4SSi | ωB97M-V/def2-TZVPD

Positions of all 69 atoms, in Å:
Si (2.05, 1.64, -3.13)
C (1.15, 0.01, -2.93)
C (1.73, -1.18, -3.72)
C (2.85, -1.92, -2.96)
C (2.44, -2.30, -1.54)
S (3.89, -2.79, -0.48)
C (4.68, -1.16, -0.60)
N (4.30, -0.07, 0.00)
N (5.21, 0.86, -0.45)
C (6.10, 0.30, -1.23)
O (5.79, -0.97, -1.38)
H (1.66, 2.24, -4.45)
H (1.70, 2.59, -2.05)
H (3.51, 1.42, -3.10)
H (0.13, 0.19, -3.29)
H (1.07, -0.18, -1.87)
H (0.96, -1.87, -4.05)
H (2.17, -0.79, -4.65)
H (3.76, -1.32, -3.00)
H (3.08, -2.84, -3.49)
H (1.75, -3.13, -1.54)
H (1.97, -1.48, -0.99)
H (6.93, 0.74, -1.75)
C (0.97, 0.76, 2.13)
C (-0.01, 0.49, 1.02)
O (0.16, 0.91, -0.10)
C (-1.22, -0.33, 1.35)
H (1.80, 1.36, 1.74)
H (0.48, 1.31, 2.94)
H (1.37, -0.18, 2.51)
H (-1.80, 0.16, 2.13)
H (-0.92, -1.32, 1.69)
H (-1.84, -0.44, 0.47)
C (-2.41, 4.73, -3.15)
C (-2.64, 3.31, -3.67)
C (-3.63, 2.56, -2.80)
O (-1.39, 2.57, -3.71)
H (-2.00, 4.70, -2.13)
H (-1.70, 5.28, -3.77)
H (-3.34, 5.29, -3.13)
H (-3.01, 3.35, -4.69)
H (-3.24, 2.47, -1.78)
H (-3.78, 1.55, -3.17)
H (-4.59, 3.07, -2.77)
H (-1.07, 2.51, -2.80)
Br (-3.04, 2.42, 1.69)
C (-4.97, 2.25, 1.39)
C (-5.49, 0.92, 1.85)
Br (-5.03, -0.50, 0.60)
H (-5.14, 2.43, 0.33)
H (-5.42, 3.05, 1.97)
H (-6.58, 0.93, 1.88)
H (-5.10, 0.62, 2.82)
C (-1.79, -3.03, 6.00)
C (-0.97, -2.88, 4.77)
O (-1.00, -1.99, 3.98)
N (-0.01, -4.01, 4.41)
C (1.32, -3.87, 5.10)
H (-1.76, -2.10, 6.56)
H (-2.82, -3.24, 5.71)
H (-1.43, -3.84, 6.63)
H (-0.43, -4.91, 4.64)
H (0.12, -3.92, 3.40)
H (1.91, -4.75, 4.87)
H (1.15, -3.81, 6.18)
H (1.80, -2.97, 4.73)
Cl (6.22, 2.31, 0.30)
Cl (2.91, -5.20, -0.76)
Al (0.47, 4.00, -4.69)

lowest unoccupied orbital energy: -7.3 eV
frontier orbital gap: 4.030 eV
DFT total energy: -221325.3219 eV
total charge: +2
HOMO energy: -11.285 eV
max |F|: 3.3 eV Å⁻¹

Löwdin atomic charge list, values in e, 6 entries:
1. Si 0.62
2. C -0.36
3. C -0.24
4. C -0.24
5. C -0.48
6. S 0.76

Record 3
C6H14O2 | ωB97M-V/def2-TZVPD

Positions of all 22 atoms, in Å:
C (-0.39, 1.44, -2.10)
C (0.24, 0.73, -1.17)
C (-0.40, -0.39, -0.45)
C (0.15, -1.60, -0.33)
C (1.40, -1.97, -1.09)
C (-0.53, -2.58, 0.60)
H (-1.45, 1.31, -2.30)
H (0.05, 2.18, -2.76)
H (1.30, 0.93, -0.98)
H (-1.30, -0.14, 0.11)
H (2.24, -2.13, -0.41)
H (1.64, -1.31, -1.90)
H (1.19, -2.92, -1.61)
H (-0.67, -2.16, 1.60)
H (-0.18, -3.58, 0.85)
H (-1.50, -2.78, 0.13)
O (-0.56, 2.87, 0.96)
H (-1.50, 2.87, 0.79)
H (0.01, 2.66, 0.22)
O (0.12, 0.77, 2.67)
H (0.94, 0.42, 2.30)
H (-0.16, 1.55, 2.15)

lowest unoccupied orbital energy: 0.7 eV
frontier orbital gap: 9.540 eV
DFT total energy: -10542.5852 eV
relative energy (zero: lowest compared OMol25 entry of this formula, charge and spin): 2.0313 eV
HOMO energy: -8.807 eV
max |F|: 1.8 eV Å⁻¹
SMILES: C=CC=C(C)C.O.O

Löwdin atomic charge list, values in e, 6 entries:
1. C 0.00
2. C -0.22
3. C -0.11
4. C -0.34
5. C -0.05
6. C -0.07

Record 4
C4H10N2O3 | ωB97M-V/def2-TZVPD

Positions of all 19 atoms, in Å:
C (-1.83, 0.71, -0.20)
C (-1.02, -0.53, 0.14)
O (-1.72, -1.72, -0.14)
O (-0.59, -0.58, 1.43)
C (0.29, -0.64, -0.91)
N (1.17, -1.57, -0.49)
O (0.30, -0.12, -2.01)
H (-2.79, 0.66, 0.31)
H (-1.30, 1.60, 0.14)
H (-1.98, 0.78, -1.28)
H (-2.47, -1.52, -0.74)
H (0.23, 0.15, 1.58)
H (1.80, -1.99, -1.16)
H (0.95, -2.06, 0.36)
C (1.69, 1.52, 0.23)
N (1.45, 1.01, 1.38)
H (2.69, 1.67, -0.16)
H (0.88, 1.91, -0.36)
H (2.26, 0.72, 1.91)

lowest unoccupied orbital energy: 0.5 eV
frontier orbital gap: 9.189 eV
DFT total energy: -13432.1984 eV
relative energy (zero: lowest compared OMol25 entry of this formula, charge and spin): 1.6579 eV
HOMO energy: -8.680 eV
max |F|: 2.6 eV Å⁻¹
SMILES: CC(O)(O)C(N)=O.C=N

Löwdin atomic charge list, values in e, 6 entries:
1. C 0.00
2. C -0.62
3. O 0.03
4. O -0.05
5. C -0.49
6. N 0.17